The following is a DFT calculation (ωB97M-V/def2-TZVPD) of a molecular structure, C30H53F6I2NO10S2.

The geometry in ORCA input format:
```
! RIJCOSX wB97M-V def2-TZVPD def2/J DEFGRID3
* xyz 0 1
C -4.88 -0.53 1.41
C -3.49 -0.22 1.98
C -2.64 0.61 0.96
I -2.75 2.67 1.51
C -1.31 -0.09 0.57
C -0.80 0.22 -0.86
I -0.20 2.32 -1.15
C -1.92 0.00 -1.93
C -2.92 -1.14 -1.73
F -2.71 1.15 -2.06
C 0.40 -0.69 -1.32
C 1.26 -0.13 -2.45
N -0.16 -2.00 -1.71
O 1.35 -1.08 -0.29
S 1.48 -0.40 1.12
O 2.24 -1.31 1.91
O 1.92 0.95 0.99
C -0.26 -0.36 1.73
O -0.66 -1.51 2.38
C -0.31 -2.83 1.90
C 0.54 -3.57 2.93
C -0.42 -4.03 4.05
C 1.27 -4.80 2.34
C 2.78 -4.58 2.21
C 0.70 -5.32 1.02
S -0.16 0.68 3.33
O -1.45 0.76 3.94
O 0.85 -0.02 4.09
C 0.56 2.42 3.25
F -0.29 3.16 3.97
F 0.65 2.97 2.05
C 1.93 2.56 3.97
F 2.85 1.75 3.53
F 1.79 2.38 5.26
F 2.35 3.80 3.77
H -5.28 0.36 0.93
H -5.55 -0.76 2.24
H -4.86 -1.37 0.73
H -3.63 0.39 2.86
H -2.97 -1.14 2.24
H -3.23 0.60 0.05
H -1.68 -1.11 0.42
H -1.44 -0.11 -2.91
H -2.51 -1.97 -1.16
H -3.22 -1.53 -2.70
H -3.82 -0.79 -1.24
H 1.80 -0.99 -2.86
H 0.68 0.29 -3.26
H 2.02 0.55 -2.08
H -0.30 -2.02 -2.71
H 0.54 -2.70 -1.48
H -1.26 -3.36 1.82
H 0.10 -2.83 0.89
H 1.24 -2.89 3.40
H -0.98 -3.18 4.42
H -1.13 -4.76 3.64
H 0.15 -4.48 4.86
H 1.16 -5.61 3.07
H 3.31 -5.53 2.26
H 3.04 -4.12 1.26
H 3.14 -3.95 3.03
H 1.07 -6.33 0.80
H -0.39 -5.29 0.97
H 1.06 -4.69 0.19
C -7.73 -3.37 4.10
C -8.11 -2.99 2.69
O -7.33 -2.43 1.96
C -9.50 -3.36 2.24
H -6.71 -3.05 4.30
H -8.40 -2.89 4.81
H -7.81 -4.45 4.23
H -10.24 -2.87 2.88
H -9.65 -4.44 2.30
H -9.65 -3.04 1.21
C 1.53 3.29 -6.39
C 2.40 2.52 -5.43
O 2.31 1.32 -5.30
C 3.39 3.32 -4.61
H 0.87 2.60 -6.91
H 0.93 4.03 -5.85
H 2.16 3.80 -7.12
H 2.86 4.06 -4.00
H 4.08 3.84 -5.27
H 3.94 2.65 -3.96
C 5.15 0.75 -9.18
C 3.75 0.63 -8.63
O 2.93 1.52 -8.77
C 3.41 -0.64 -7.90
H 5.26 1.71 -9.68
H 5.88 0.68 -8.37
H 5.34 -0.05 -9.89
H 4.07 -0.76 -7.04
H 3.54 -1.50 -8.56
H 2.38 -0.59 -7.55
C 3.76 6.42 3.68
C 4.12 7.83 3.27
O 3.53 8.40 2.39
C 5.26 8.48 4.02
H 2.93 6.07 3.07
H 4.62 5.76 3.54
H 3.47 6.40 4.73
H 6.17 7.90 3.89
H 5.03 8.54 5.08
H 5.42 9.48 3.63
*
```

**LUMO energy**: 0.269 eV
**E**: -108108.080 eV

=====

The following is a DFT calculation (ωB97M-V/def2-TZVPD) of a molecular structure, C30H54BCl2GeN9O2SV.

The geometry in ORCA input format:
```
! RIJCOSX wB97M-V def2-TZVPD def2/J DEFGRID3
* xyz 3 3
V 0.25 -0.04 -1.58
C 0.82 3.52 -0.98
C -0.28 3.01 -1.86
C -1.16 3.78 -2.58
C -1.95 2.88 -3.30
N -1.57 1.65 -3.02
N -0.53 1.68 -2.12
B -2.02 0.27 -3.66
N -0.74 -0.30 -4.34
C -0.40 -0.48 -5.62
C 0.95 -0.76 -5.69
C 1.42 -0.70 -4.39
C 2.84 -0.83 -3.95
N 0.38 -0.43 -3.56
N -2.40 -0.68 -2.48
C -3.56 -1.28 -2.27
C -3.47 -2.02 -1.10
C -2.19 -1.81 -0.63
C -1.64 -2.39 0.64
N -1.52 -1.00 -1.49
N -3.19 0.42 -4.56
C -3.62 -0.34 -5.60
C -4.91 0.00 -5.86
C -5.23 0.99 -4.90
C -6.53 1.71 -4.72
N -4.21 1.23 -4.10
H 0.66 4.57 -0.78
H 0.88 2.99 -0.03
H 1.78 3.41 -1.48
H -1.22 4.86 -2.60
H -2.77 3.06 -3.98
H -1.12 -0.37 -6.41
H 1.53 -0.95 -6.59
H 3.32 -1.66 -4.46
H 3.38 0.08 -4.23
H 2.93 -0.96 -2.88
H -4.39 -1.14 -2.95
H -4.24 -2.62 -0.65
H -2.28 -2.11 1.47
H -1.63 -3.48 0.59
H -0.63 -2.04 0.86
H -3.01 -1.09 -6.08
H -5.55 -0.39 -6.64
H -6.92 2.05 -5.68
H -7.28 1.06 -4.28
H -6.41 2.58 -4.07
Cl -2.91 1.48 0.18
C -1.62 1.84 1.26
Cl -0.14 0.71 1.07
H -1.94 1.69 2.27
H -1.23 2.84 1.09
C -1.08 2.67 7.39
C -1.64 1.29 7.02
C -0.69 0.48 6.14
C -0.41 1.20 4.79
Ge 0.19 -0.19 3.64
C 2.03 -0.66 3.42
C 2.50 -1.24 4.77
C 1.64 -2.40 5.26
C 2.19 -3.05 6.53
H -1.73 3.16 8.11
H -1.01 3.33 6.52
H -0.09 2.59 7.84
H -2.60 1.39 6.51
H -1.83 0.72 7.93
H -1.13 -0.52 5.98
H 0.26 0.32 6.66
H 0.34 1.98 4.88
H -1.33 1.64 4.40
H -0.86 -1.26 3.38
H 2.60 0.22 3.13
H 2.08 -1.39 2.61
H 2.51 -0.46 5.53
H 3.54 -1.56 4.65
H 1.54 -3.15 4.46
H 0.62 -2.04 5.47
H 3.18 -3.46 6.35
H 1.55 -3.87 6.86
H 2.26 -2.33 7.34
C 1.76 -4.07 0.03
S 0.87 -3.25 -1.25
C 1.86 -3.72 -2.64
O 1.17 -1.75 -0.98
H 1.73 -5.14 -0.17
H 1.25 -3.87 0.97
H 2.78 -3.70 0.04
H 1.79 -4.81 -2.71
H 2.88 -3.39 -2.49
H 1.42 -3.27 -3.53
C 5.08 2.00 0.63
N 4.25 1.52 -0.48
C 4.89 1.48 -1.80
C 3.00 1.17 -0.29
O 2.23 0.75 -1.19
H 5.51 2.97 0.37
H 5.88 1.30 0.84
H 4.46 2.13 1.52
H 5.22 2.48 -2.08
H 4.18 1.12 -2.54
H 5.76 0.82 -1.77
H 2.67 1.30 0.74
*
```

**LUMO energy (spin up / spin down)**: -8.715 / -8.267 eV
**E**: -168233.102 eV
**Energy above the lowest of the compared OMol25 structures with the same formula, charge and spin**: 2.98 kcal/mol
**⟨S²⟩**: 2.012